{"formula": "C44H88O11", "method": "ωB97M-V with the def2-TZVPD basis set", "symbols": ["C", "C", "C", "O", "C", "H", "H", "H", "H", "H", "H", "H", "H", "C", "C", "C", "O", "C", "H", "H", "H", "H", "H", "H", "H", "H", "C", "C", "C", "O", "C", "H", "H", "H", "H", "H", "H", "H", "H", "C", "C", "C", "O", "C", "H", "H", "H", "H", "H", "H", "H", "H", "C", "C", "C", "O", "C", "H", "H", "H", "H", "H", "H", "H", "H", "C", "C", "C", "O", "C", "H", "H", "H", "H", "H", "H", "H", "H", "C", "C", "C", "O", "C", "H", "H", "H", "H", "H", "H", "H", "H", "C", "C", "C", "O", "C", "H", "H", "H", "H", "H", "H", "H", "H", "C", "C", "C", "O", "C", "H", "H", "H", "H", "H", "H", "H", "H", "C", "C", "C", "O", "C", "H", "H", "H", "H", "H", "H", "H", "H", "C", "C", "C", "O", "C", "H", "H", "H", "H", "H", "H", "H", "H"], "coordinates": [[1.376, -0.973, 3.793], [0.471, -1.110, 4.995], [0.629, 0.080, 5.912], [1.779, 0.759, 5.349], [1.883, 0.471, 3.972], [0.944, -1.175, 2.813], [2.253, -1.615, 3.874], [0.639, -2.097, 5.426], [-0.553, -0.979, 4.646], [0.649, -0.154, 6.976], [-0.228, 0.723, 5.712], [2.862, 0.669, 3.534], [1.223, 1.198, 3.498], [-1.353, -1.409, -5.943], [-1.258, -2.625, -6.816], [-0.543, -3.735, -5.876], [-0.907, -3.434, -4.578], [-1.239, -2.067, -4.558], [-2.327, -0.921, -5.993], [-0.602, -0.651, -6.165], [-0.781, -2.503, -7.789], [-2.296, -2.915, -6.977], [0.536, -3.699, -6.027], [-0.862, -4.750, -6.113], [-0.476, -1.417, -4.131], [-2.158, -1.942, -3.986], [1.426, 5.560, 0.631], [0.859, 4.601, 1.575], [2.086, 3.989, 2.239], [3.048, 4.999, 2.246], [2.800, 5.942, 1.253], [0.715, 6.384, 0.567], [1.407, 5.321, -0.432], [0.218, 3.884, 1.063], [0.364, 5.126, 2.393], [2.419, 3.133, 1.653], [1.977, 3.761, 3.300], [3.481, 6.154, 0.429], [2.725, 6.939, 1.686], [-2.902, 1.531, 2.376], [-2.706, 3.037, 2.452], [-2.599, 3.347, 3.920], [-2.005, 2.133, 4.465], [-2.091, 1.064, 3.422], [-2.663, 1.048, 1.429], [-3.934, 1.208, 2.518], [-3.552, 3.582, 2.034], [-1.788, 3.237, 1.898], [-3.648, 3.374, 4.214], [-2.056, 4.248, 4.207], [-2.532, 0.185, 3.892], [-1.123, 0.726, 3.052], [5.700, -1.722, 2.676], [5.976, -0.508, 3.549], [6.886, 0.270, 2.594], [6.169, 0.153, 1.325], [5.422, -1.042, 1.267], [4.900, -2.351, 3.067], [6.542, -2.406, 2.566], [6.605, -0.860, 4.367], [5.120, 0.092, 3.858], [7.838, -0.260, 2.614], [7.146, 1.302, 2.830], [5.806, -1.694, 0.482], [4.341, -0.929, 1.189], [2.214, -4.935, 1.602], [1.934, -6.354, 1.046], [0.420, -6.634, 1.420], [-0.113, -5.304, 1.720], [0.855, -4.444, 2.216], [2.613, -4.266, 0.840], [2.974, -4.947, 2.383], [2.535, -7.126, 1.526], [2.147, -6.432, -0.020], [0.321, -7.365, 2.222], [-0.228, -7.066, 0.658], [0.929, -4.265, 3.289], [0.753, -3.412, 1.882], [-2.352, -4.130, -0.741], [-2.800, -3.662, 0.638], [-3.700, -4.875, 1.135], [-4.321, -5.269, -0.066], [-3.641, -4.615, -1.169], [-1.568, -4.883, -0.665], [-1.902, -3.255, -1.211], [-3.328, -2.713, 0.548], [-1.904, -3.516, 1.242], [-4.461, -4.413, 1.764], [-3.171, -5.683, 1.640], [-4.171, -3.763, -1.594], [-3.500, -5.365, -1.947], [4.560, 1.719, -3.900], [5.789, 1.812, -3.043], [5.086, 1.926, -1.660], [3.903, 2.654, -1.898], [3.639, 2.787, -3.295], [4.073, 0.744, -3.899], [4.822, 1.853, -4.949], [6.353, 2.710, -3.297], [6.450, 0.962, -3.210], [5.546, 2.458, -0.828], [4.912, 0.941, -1.227], [4.047, 3.782, -3.473], [2.571, 2.700, -3.490], [0.789, 0.615, -0.873], [1.454, -0.788, -0.987], [0.303, -1.767, -1.284], [-0.902, -0.963, -1.493], [-0.716, 0.259, -0.862], [1.050, 1.121, -1.802], [1.199, 1.177, -0.034], [1.877, -1.052, -0.018], [2.239, -0.935, -1.728], [0.186, -2.411, -0.412], [0.581, -2.372, -2.147], [-1.042, 0.076, 0.162], [-1.418, 1.054, -1.115], [-5.905, -0.245, -0.202], [-4.430, 0.166, -0.463], [-4.300, -0.130, -1.977], [-5.584, -0.642, -2.377], [-6.342, -1.144, -1.314], [-6.476, 0.677, -0.309], [-6.155, -0.670, 0.770], [-3.752, -0.416, 0.161], [-4.303, 1.246, -0.390], [-3.516, -0.868, -2.143], [-4.056, 0.808, -2.476], [-6.183, -2.210, -1.154], [-7.398, -1.093, -1.582], [-4.363, 5.298, -2.656], [-3.718, 4.223, -1.830], [-2.265, 4.516, -1.882], [-2.084, 4.899, -3.247], [-3.202, 5.642, -3.555], [-4.756, 6.171, -2.133], [-5.147, 4.851, -3.266], [-3.871, 3.234, -2.261], [-4.047, 4.062, -0.803], [-1.710, 3.605, -1.657], [-1.997, 5.317, -1.194], [-3.430, 5.353, -4.581], [-2.939, 6.698, -3.486]], "forces_ev_per_a": [[1.4307, 0.9744, 0.1082], [-1.4770, -1.2518, -0.4584], [0.5018, 0.6115, -1.7698], [1.1128, -0.0674, 1.5926], [-1.2688, 0.3041, -0.4057], [-0.3021, 0.1583, 0.1080], [-0.0103, -0.2515, 0.0996], [-0.3847, 0.1395, 0.3421], [-0.1928, -0.9579, -0.0270], [0.7808, 0.2480, -0.1020], [-0.1056, 0.2563, 0.4010], [0.2891, -0.1052, 0.6281], [-0.3534, -0.0346, -0.5942], [-0.3777, -0.4945, 0.0528], [-0.0353, -1.7113, 0.1621], [-0.3955, 0.5420, -2.3737], [-0.2512, 0.6494, 0.0978], [0.0701, 2.2080, 1.0692], [0.0384, 0.0155, -0.3283], [0.2033, -0.1662, 0.3218], [0.0966, -0.0103, 0.1305], [0.0987, -0.5415, -0.2654], [0.3010, 0.1652, 0.0585], [-0.1084, 0.0063, -0.0714], [0.2756, -0.6019, 1.0405], [0.0833, -0.0673, 0.1110], [-0.0882, 2.2384, -1.1771], [-0.2717, -1.4060, 1.3494], [-0.2889, -0.5536, -0.0648], [1.5144, 0.5290, -0.2115], [-1.7835, 1.5801, -1.2761], [0.2897, 0.6666, 0.3748], [0.7340, -0.9697, 0.0957], [-0.1497, -0.1200, 0.4381], [-0.6095, -0.0023, -0.2535], [0.2655, -0.3387, 0.1153], [-0.3673, -0.5802, -0.1700], [0.9069, -1.1447, 0.1578], [-0.1249, 0.0296, 0.5822], [-2.6415, 0.8594, -2.4160], [0.0163, 0.5220, -1.3903], [-0.3760, -1.9466, -0.3470], [0.2679, -0.4322, -0.9485], [1.7858, -1.1414, 3.8435], [0.3344, 0.4878, -0.1530], [-0.3459, 0.4519, 0.2346], [0.2013, 0.1126, -0.3747], [0.0163, 0.4714, 0.0174], [0.0115, 0.3967, 0.8208], [0.0861, -0.2624, 0.0038], [0.0897, -0.0249, 0.3666], [0.5741, 0.5317, 0.3526], [-1.0260, 0.1778, -1.0393], [1.6932, -0.1208, -0.1180], [-0.9327, -0.7404, -0.1260], [0.6205, 0.9797, 0.0680], [0.6559, -1.5044, 2.0728], [-0.3326, 0.1495, -0.2374], [0.3661, 0.3435, 0.2826], [-0.4080, 0.3779, 0.5729], [-0.0858, -0.3771, 0.0659], [0.2254, -0.1838, -0.6527], [-0.6707, 0.1238, -0.2333], [-0.1564, 0.1286, -0.2559], [-0.0142, 0.6553, -0.4141], [-0.0412, -0.3376, 0.6683], [-0.9222, -0.4123, 0.4509], [0.7157, 1.3564, -0.4063], [-0.8281, -1.1266, 0.1868], [2.1808, 0.6002, -0.9686], [-0.3345, 0.0021, -0.1411], [0.0617, -0.1825, 0.0244], [0.1562, 0.1544, 0.0613], [-0.3069, 0.1376, -0.0017], [0.1943, 0.4785, 0.6892], [0.2608, 0.4030, -0.4671], [-0.3011, -1.0310, 0.4768], [-0.8423, 0.0127, -0.5894], [1.5703, 1.1359, 1.9348], [1.3427, -1.3211, 1.4173], [0.2982, 2.9026, -0.4766], [0.2869, 0.0655, -1.0580], [-1.1464, -1.6295, -2.1864], [-0.1133, -0.2148, 0.1112], [-0.4537, -0.1973, -0.7110], [-0.3510, -0.1645, 0.1560], [-0.1939, 0.1317, 0.4316], [-0.1220, -0.5045, 0.4534], [0.1363, 0.0663, -0.1152], [-0.7565, -0.1104, 0.1771], [-0.5283, -0.0750, -0.1928], [-0.7163, 0.3041, -1.4995], [-0.1640, -0.0940, 1.0067], [0.8916, 0.0443, 0.2833], [-1.2346, -0.3974, 0.5852], [1.4093, -0.2180, 0.4502], [0.0445, -0.1694, 0.5069], [-0.1846, 0.4294, -0.1292], [-0.0499, 0.1285, 0.0948], [-0.0356, -0.0597, 0.4714], [0.7638, 0.1136, -0.3650], [-0.4378, -0.3642, -0.2740], [-0.4881, 0.2268, -0.9850], [0.1255, 0.0241, -0.0665], [0.2503, -0.8998, -1.4273], [-0.3902, -0.1893, 0.7779], [0.0489, 0.9095, 0.3002], [0.8761, -1.1234, -1.4454], [0.4382, 0.4395, 2.3423], [-0.1731, 0.4578, 0.1043], [-0.4155, 0.0565, -0.0073], [0.1889, -0.0345, 0.0204], [-0.0071, 0.6223, -0.0240], [-0.4405, -0.2007, -0.0282], [-0.7873, 0.0020, -0.1590], [0.3192, 0.1254, 0.8345], [0.1254, -0.1223, -1.1449], [-0.5412, 0.8960, 1.0904], [-0.8801, -0.6048, -0.5747], [-0.4785, -0.7681, 1.1453], [0.7055, 0.3447, -2.0490], [0.5207, -0.1111, -0.1884], [-0.2633, -0.0039, 0.1776], [0.3908, 0.1322, 0.2035], [0.2022, 0.2636, -0.1443], [0.1291, -0.1473, 0.8147], [0.0472, -0.0368, -0.2856], [-0.2854, -0.2651, -0.5465], [0.5430, -0.2371, 0.2334], [-0.0409, 0.4588, 0.0364], [-0.5909, -0.4312, -0.2915], [-0.7373, -1.3131, 1.5527], [0.4807, -0.3985, -0.3159], [1.3594, -1.1325, 1.4357], [-0.3812, 1.2901, -1.9684], [0.0923, -0.2045, 0.2085], [-0.2737, 0.2702, 0.2036], [-0.0685, 0.0267, -0.4451], [-0.2852, 0.5258, 0.1762], [0.4680, 0.2403, -0.1099], [0.2580, 0.2021, 0.0628], [-0.1158, 0.5806, -0.2314], [-0.1761, 0.2903, -0.2212]], "energy_ev": -69568.28938, "fmax_ev_per_a": 4.39, "gap_ha": 0.356, "smiles": "C1CCOC1.C1CCOC1.C1CCOC1.C1CCOC1.C1CCOC1.C1CCOC1.C1CCOC1.C1CCOC1.C1CCOC1.C1CCOC1.C1CCOC1", "e_above_lowest_kcal_mol": 95.6}